(1)
Molecular formula: C6H14NO
Method: DFT, ωB97M-V with the def2-TZVPD basis set

Structure (ORCA input):
```
! RIJCOSX wB97M-V def2-TZVPD def2/J DEFGRID3
* xyz -1 1
C 0.75 -0.51 1.31
C 0.58 0.92 1.91
C -0.57 -0.63 0.25
N -1.85 -0.27 0.89
C -2.40 0.10 -1.68
C -2.29 -0.73 -0.41
C 2.22 0.38 -1.48
O 2.89 0.52 -0.24
H 0.87 -1.24 2.16
H 1.72 -0.42 0.75
H 0.69 1.68 1.14
H -0.35 1.08 2.41
H 1.34 1.07 2.68
H -0.19 0.15 -0.42
H -0.49 -1.59 -0.19
H 2.10 1.35 -2.08
H -3.43 0.10 -1.98
H -1.92 1.08 -1.40
H -1.79 -0.40 -2.49
H -2.62 -1.81 -0.62
H 1.20 -0.29 -1.52
H 2.93 -0.21 -2.12
*
```

## Properties
* F_max: 5.416 eV Å⁻¹
* highest occupied orbital energy: -2.536 eV
* electronic energy: -366.78043 a.u.

How positive or negative is each atom? The natural (NBO) charges in e answer that:
1 C -0.3636
2 C -0.6118
3 C -0.3365
4 N -0.6752
5 C -0.7149
6 C 0.3154
7 C -0.2328
8 O -0.9724
9 H 0.1740
10 H 0.3184
11 H 0.2129
12 H 0.1951
13 H 0.1942
14 H 0.2070
15 H 0.1833
16 H 0.0987
17 H 0.2253
18 H 0.2455
19 H 0.2322
20 H 0.1300
21 H 0.0671
22 H 0.1081

(2)
Molecular formula: C37H55AsCl2N3PdSbSi3Te
Method: DFT, ωB97M-V with the def2-TZVPD basis set

Structure (ORCA input):
```
! RIJCOSX wB97M-V def2-TZVPD def2/J DEFGRID3
* xyz -2 1
Pd -0.52 -0.68 -0.92
C 3.44 1.89 0.77
Sb 1.32 1.66 0.44
C 1.52 -0.18 -0.85
C 2.39 -0.95 0.04
C 3.75 -1.23 -0.24
C 4.54 -1.86 0.69
C 4.00 -2.20 1.93
C 2.66 -1.88 2.15
N 1.88 -1.31 1.24
Si 2.02 0.04 -2.64
C 0.62 0.64 -3.74
C 3.47 1.21 -2.92
C 2.48 -1.63 -3.42
C 0.83 1.82 4.90
C -0.01 0.69 4.69
C -1.44 0.76 4.63
C -2.20 -0.36 4.43
C -1.58 -1.61 4.30
C -0.20 -1.62 4.42
N 0.56 -0.55 4.59
Si 2.45 1.40 5.65
C 2.22 0.37 7.23
C 3.39 2.94 6.25
C 3.75 0.48 4.64
Si 0.29 3.52 4.54
C 1.66 4.59 3.77
C -0.29 4.52 6.05
C -1.13 3.67 3.29
H 3.93 1.99 -0.20
H 3.86 1.06 1.34
H 3.56 2.81 1.34
H 4.17 -0.93 -1.19
H 5.58 -2.07 0.47
H 4.59 -2.66 2.71
H 2.20 -2.08 3.11
H 0.29 1.65 -3.51
H -0.25 -0.02 -3.69
H 0.99 0.64 -4.77
H 3.21 2.19 -2.53
H 3.66 1.30 -3.99
H 4.40 0.88 -2.44
H 1.61 -2.29 -3.44
H 3.30 -2.15 -2.92
H 2.78 -1.46 -4.46
H -1.93 1.71 4.78
H -3.28 -0.28 4.39
H -2.14 -2.52 4.13
H 0.33 -2.57 4.35
H 1.65 0.93 7.98
H 3.19 0.10 7.68
H 1.67 -0.54 7.00
H 2.76 3.63 6.83
H 3.83 3.49 5.42
H 4.21 2.61 6.90
H 3.42 -0.54 4.45
H 4.71 0.45 5.16
H 3.91 0.96 3.67
H 2.49 4.76 4.45
H 1.24 5.56 3.49
H 2.04 4.12 2.86
H 0.49 4.57 6.81
H -1.16 4.04 6.52
H -0.58 5.54 5.78
H -1.05 2.91 2.51
H -1.09 4.65 2.82
H -2.12 3.57 3.75
Te -3.12 -1.44 -1.10
C -4.01 0.10 0.04
C -5.13 0.78 -0.44
C -5.69 1.82 0.29
C -5.15 2.19 1.51
C -4.04 1.51 2.00
C -3.49 0.47 1.28
H -5.54 0.52 -1.41
H -6.55 2.35 -0.11
H -5.58 3.02 2.07
H -3.59 1.80 2.94
H -2.62 -0.05 1.68
Cl 2.34 5.40 -2.49
C 0.74 4.71 -2.61
C -0.14 5.27 -3.50
C -1.43 4.76 -3.67
C -1.79 3.66 -2.89
C -0.90 3.12 -2.00
Cl -1.50 1.75 -1.06
C 0.45 3.56 -1.77
N 1.38 3.05 -1.01
H 0.19 6.12 -4.08
H -2.12 5.20 -4.37
H -2.78 3.22 -2.98
C -0.72 -3.58 1.12
As -0.06 -2.94 -0.58
C 1.67 -3.83 -0.64
C -0.95 -4.11 -1.86
H -0.56 -4.65 1.20
H -1.77 -3.33 1.19
H -0.17 -3.04 1.90
H 1.47 -4.90 -0.63
H 2.28 -3.57 0.22
H 2.20 -3.56 -1.55
H -0.71 -5.15 -1.63
H -0.59 -3.87 -2.86
H -2.03 -3.97 -1.82
*
```

## Properties
* F_max: 0.187 eV Å⁻¹
* highest occupied orbital energy: -1.193 eV
* electronic energy: -6268.05386 a.u.

Atomic partial charges in e from the Mulliken method, atoms 1 to 99:
1 Pd -0.0519
2 C -1.4294
3 Sb 0.7441
4 C 1.7464
5 C -1.4552
6 C -0.5189
7 C -1.3385
8 C -0.4273
9 C -0.5560
10 N 1.0596
11 Si 0.7714
12 C -1.0438
13 C -0.9854
14 C -1.2978
15 C 0.9575
16 C -0.2040
17 C -0.4125
18 C -0.6899
19 C -0.7079
20 C -0.8299
21 N 0.0424
22 Si 0.4135
23 C -1.2396
24 C -1.2497
25 C -0.6453
26 Si 0.1319
27 C -0.8600
28 C -1.2488
29 C -1.0414
30 H 0.3904
31 H 0.1689
32 H 0.6176
33 H 0.3011
34 H 0.3638
35 H 0.4033
36 H -0.0936
37 H 0.1846
38 H 0.1598
39 H 0.4395
40 H 0.1716
41 H 0.4244
42 H 0.3476
43 H 0.1862
44 H 0.3492
45 H 0.4516
46 H 0.5986
47 H 0.4095
48 H 0.4530
49 H 0.5750
50 H 0.2667
51 H 0.3273
52 H 0.3002
53 H 0.2827
54 H 0.2812
55 H 0.3161
56 H 0.0115
57 H 0.4130
58 H 0.0415
59 H 0.3246
60 H 0.3676
61 H 0.0012
62 H 0.2675
63 H 0.2937
64 H 0.2983
65 H 0.1892
66 H 0.4910
67 H 0.2953
68 Te -0.0396
69 C -0.5619
70 C -0.4627
71 C -0.5155
72 C -0.7688
73 C 0.0602
74 C 0.0954
75 H 0.3404
76 H 0.3294
77 H 0.3789
78 H 0.1646
79 H 0.4381
80 Cl -0.2617
81 C 0.4661
82 C -0.4801
83 C -0.6165
84 C -0.6011
85 C 0.1492
86 Cl 0.3557
87 C -0.5427
88 N -0.8328
89 H 0.3653
90 H 0.3341
91 H 0.4212
92 C -0.7355
93 As 0.6261
94 C -1.0001
95 C -1.1992
96 H 0.5325
97 H 0.3137
98 H -0.1146
99 H 0.5506

(3)
Molecular formula: C3H8N2OS
Method: DFT, ωB97M-V with the def2-TZVPD basis set

Structure (ORCA input):
```
! RIJCOSX wB97M-V def2-TZVPD def2/J DEFGRID3
* xyz 0 1
C 2.67 -1.90 0.42
C -2.37 -0.51 -0.48
C -1.42 0.67 -0.29
N -0.24 0.53 0.19
N 0.73 1.38 0.47
O 1.49 -1.90 0.61
S 0.48 3.00 0.01
H 3.27 -1.02 0.73
H -1.81 -1.23 -1.10
H -2.70 -0.86 0.56
H -3.29 0.04 -0.89
H 3.08 -2.80 -0.14
H -1.90 1.69 -0.33
H 0.18 -0.35 0.50
H 1.83 3.27 -0.28
*
```

## Properties
* F_max: 2.753 eV Å⁻¹
* highest occupied orbital energy: -6.970 eV
* electronic energy: -701.89712 a.u.

How positive or negative is each atom? The natural (NBO) charges in e answer that:
1 C 0.2882
2 C -0.6653
3 C -0.0708
4 N -0.2427
5 N -0.5787
6 O -0.5386
7 S 0.0872
8 H 0.1404
9 H 0.2307
10 H 0.2208
11 H 0.2321
12 H 0.1214
13 H 0.2061
14 H 0.4439
15 H 0.1254

(4)
Molecular formula: C40H35F5GeO2S3Ti
Method: DFT, ωB97M-V with the def2-TZVPD basis set

Structure (ORCA input):
```
! RIJCOSX wB97M-V def2-TZVPD def2/J DEFGRID3
* xyz 2 1
Ti -0.03 -0.07 0.09
C 2.61 -1.80 0.85
C 2.30 -0.50 1.24
C 1.44 -0.28 2.33
C 0.93 -1.37 3.03
C 1.28 -2.66 2.66
C 2.11 -2.88 1.57
H 3.28 -1.97 0.01
H 2.77 0.35 0.76
H 1.24 0.73 2.67
H 0.28 -1.20 3.88
H 0.91 -3.50 3.23
H 2.38 -3.89 1.29
O -1.13 0.02 -1.52
S -2.18 0.88 -2.28
C -3.00 -0.40 -3.25
C -3.98 -1.24 -2.43
C -3.42 -1.93 -1.18
C -2.27 -2.89 -1.48
S -1.31 -3.24 0.00
O -0.69 -1.86 0.34
C 0.01 -4.19 -0.67
C 0.87 -3.65 -1.62
C 1.91 -4.42 -2.09
C 2.08 -5.72 -1.62
C 1.21 -6.25 -0.67
C 0.17 -5.48 -0.18
C -1.26 1.71 -3.53
C -1.51 3.06 -3.71
C -0.82 3.75 -4.69
C 0.12 3.08 -5.47
C 0.36 1.72 -5.28
C -0.33 1.02 -4.31
H -2.20 -0.97 -3.72
H -3.53 0.14 -4.03
H -4.39 -1.99 -3.11
H -4.82 -0.61 -2.12
H -4.23 -2.47 -0.69
H -3.09 -1.17 -0.46
H -1.56 -2.49 -2.20
H -2.62 -3.86 -1.82
H 0.74 -2.63 -1.97
H 2.59 -4.02 -2.83
H 2.89 -6.33 -2.00
H 1.35 -7.26 -0.31
H -0.50 -5.87 0.57
H -2.24 3.57 -3.08
H -1.00 4.80 -4.85
H 0.66 3.62 -6.24
H 1.09 1.21 -5.90
H -0.13 -0.03 -4.14
F 4.14 2.60 -4.59
C 3.37 2.51 -3.53
C 2.91 1.27 -3.11
F 3.22 0.16 -3.78
C 2.08 1.21 -2.02
F 1.59 -0.02 -1.65
C 1.66 2.31 -1.30
S 0.58 2.20 0.09
C 2.14 3.55 -1.74
F 1.78 4.66 -1.11
C 2.98 3.65 -2.84
F 3.40 4.83 -3.25
Ge -1.81 1.01 1.75
C -3.10 1.95 0.65
C -4.32 1.32 0.38
C -5.27 1.92 -0.44
C -5.01 3.16 -1.00
C -3.81 3.81 -0.72
C -2.86 3.21 0.09
C -1.05 1.94 3.26
C -1.05 1.28 4.49
C -0.51 1.90 5.62
C 0.01 3.18 5.52
C 0.00 3.84 4.30
C -0.53 3.23 3.17
H -2.45 -0.31 2.22
H -4.55 0.36 0.85
H -6.22 1.43 -0.62
H -5.75 3.64 -1.63
H -3.62 4.80 -1.12
H -1.93 3.73 0.29
H -1.48 0.29 4.59
H -0.52 1.39 6.57
H 0.43 3.66 6.39
H 0.40 4.85 4.22
H -0.53 3.77 2.23
*
```

## Properties
* F_max: 0.362 eV Å⁻¹
* highest occupied orbital energy: -13.412 eV
* electronic energy: -6315.49816 a.u.

How positive or negative is each atom? The Mulliken charges in e answer that:
1 Ti 0.6610
2 C -0.0202
3 C -1.3789
4 C -0.6226
5 C -0.2983
6 C -0.7198
7 C -0.4727
8 H 0.4949
9 H 0.9874
10 H 0.8169
11 H 0.4468
12 H 0.4338
13 H 0.5068
14 O 0.1739
15 S 1.2126
16 C -1.0678
17 C -1.1179
18 C 0.1102
19 C -0.6347
20 S 0.0392
21 O -0.4452
22 C 0.9114
23 C 0.1192
24 C -0.8785
25 C -0.5567
26 C -0.6639
27 C -0.6848
28 C 0.5816
29 C -0.4820
30 C -0.7266
31 C -0.6188
32 C -0.7573
33 C -0.4367
34 H 0.5330
35 H 0.6615
36 H 0.4844
37 H 0.3211
38 H 0.6396
39 H -0.3935
40 H 0.0917
41 H 0.8134
42 H 0.0716
43 H 0.5192
44 H 0.4435
45 H 0.4350
46 H 0.4729
47 H 0.3866
48 H 0.4583
49 H 0.4566
50 H 0.5061
51 H 0.2339
52 F -0.3248
53 C 0.7380
54 C -0.3343
55 F -0.3568
56 C -0.5082
57 F 0.3060
58 C 0.2205
59 S -0.2287
60 C 0.4224
61 F -0.3372
62 C 0.1977
63 F -0.2929
64 Ge -0.7189
65 C -0.0487
66 C 0.4108
67 C -0.7305
68 C -0.5357
69 C -0.8049
70 C 0.2996
71 C 0.0686
72 C 0.1408
73 C -0.7825
74 C -0.5283
75 C -0.8495
76 C 0.3221
77 H -0.0168
78 H 0.4908
79 H 0.5289
80 H 0.4476
81 H 0.5526
82 H 0.2064
83 H 0.5371
84 H 0.4418
85 H 0.4181
86 H 0.4525
87 H 0.1489

(5)
Molecular formula: C6H8DyLiO6
Method: DFT, ωB97M-V with the def2-TZVPD basis set

Structure (ORCA input):
```
! RIJCOSX wB97M-V def2-TZVPD def2/J DEFGRID3
* xyz 1 7
O -1.51 -2.41 -0.25
C 2.34 -0.92 0.00
C -0.39 -1.88 -0.11
O 2.72 -0.72 1.17
O 1.98 -2.18 -0.29
C 0.75 -2.34 -0.98
H -0.17 -1.37 0.84
H 1.29 1.97 -0.97
H 0.72 -1.72 -1.89
H 0.65 -3.41 -1.19
Li -2.99 -1.23 0.16
Dy 3.96 1.12 0.21
O -1.32 1.68 1.36
C -2.18 0.76 0.87
C -0.49 2.41 0.46
O -2.67 -0.03 1.72
O -2.35 0.65 -0.36
C 0.51 1.56 -0.31
H -0.06 3.21 1.07
H -1.14 2.95 -0.24
H 0.04 1.54 -1.31
H 0.33 0.37 0.08
*
```

## Properties
* F_max: 4.736 eV Å⁻¹
* highest occupied orbital energy (spin up / spin down): -10.137 / -12.232 eV
* electronic energy: -1577.07107 a.u.

How positive or negative is each atom? The Mulliken charges in e answer that:
1 O -0.6579
2 C 0.0036
3 C 0.1555
4 O -0.4171
5 O -0.3089
6 C -0.1723
7 H 0.5436
8 H 0.4862
9 H 0.2968
10 H 0.3676
11 Li 0.8714
12 Dy 1.2729
13 O -0.3759
14 C 0.8335
15 C -0.5816
16 O -0.8311
17 O -0.7859
18 C -0.4595
19 H 0.3257
20 H 0.3110
21 H 0.2202
22 H -0.0979

(6)
Molecular formula: C24H33N7SSiTl
Method: DFT, ωB97M-V with the def2-TZVPD basis set

Structure (ORCA input):
```
! RIJCOSX wB97M-V def2-TZVPD def2/J DEFGRID3
* xyz -1 1
Tl 0.53 1.05 -0.45
S -0.79 -1.26 0.77
C -1.07 -0.71 2.41
N -1.64 -1.49 3.30
N -2.03 -2.68 2.86
C -2.37 -3.71 3.68
C -2.28 -3.60 5.07
C -2.62 -4.67 5.87
C -3.05 -5.86 5.31
C -3.16 -5.97 3.93
C -2.81 -4.92 3.12
N -0.81 0.51 2.87
N -0.01 1.31 2.25
C 0.03 2.60 2.76
C 0.76 3.54 2.03
C 0.79 4.86 2.43
C 0.12 5.26 3.58
C -0.57 4.32 4.33
C -0.61 3.00 3.94
H -1.94 -2.82 1.84
H -1.93 -2.67 5.49
H -2.54 -4.58 6.95
H -3.30 -6.70 5.95
H -3.51 -6.89 3.49
H -2.87 -5.00 2.04
H 1.28 3.23 1.13
H 1.31 5.60 1.83
H 0.12 6.29 3.88
H -1.10 4.62 5.23
H -1.14 2.25 4.50
N 3.33 1.17 -1.06
C 4.23 0.58 -0.09
C 3.63 -0.74 0.42
N 2.31 -0.48 0.96
H 3.15 0.52 -1.82
H 3.71 2.02 -1.46
H 4.32 1.27 0.76
H 5.24 0.38 -0.49
H 4.32 -1.20 1.15
H 3.52 -1.42 -0.43
H 2.33 -0.01 1.85
H 1.76 -1.33 1.06
C -1.91 2.49 -2.08
Si -1.26 1.62 -3.66
C -2.81 0.87 -4.52
C -0.72 3.07 -4.81
N -0.07 0.54 -3.14
C 0.74 -0.28 -3.82
C 0.89 -0.28 -5.23
C 1.75 -1.14 -5.87
C 2.51 -2.04 -5.14
C 2.38 -2.08 -3.76
C 1.52 -1.22 -3.11
H -2.86 2.99 -2.25
H -1.21 3.24 -1.72
H -2.07 1.77 -1.28
H -3.59 1.61 -4.67
H -3.23 0.06 -3.93
H -2.56 0.45 -5.49
H -1.51 3.80 -4.93
H -0.44 2.72 -5.79
H 0.14 3.59 -4.40
H 0.30 0.42 -5.79
H 1.84 -1.11 -6.95
H 3.19 -2.72 -5.65
H 2.97 -2.79 -3.20
H 1.40 -1.26 -2.03
*
```

## Properties
* F_max: 3.863 eV Å⁻¹
* highest occupied orbital energy: -3.654 eV
* electronic energy: -2177.84982 a.u.

How positive or negative is each atom? The natural (NBO) charges in e answer that:
1 Tl 0.6431
2 S -0.5114
3 C 0.1242
4 N -0.2194
5 N -0.4191
6 C 0.2531
7 C -0.2884
8 C -0.1922
9 C -0.2720
10 C -0.1956
11 C -0.2820
12 N -0.1756
13 N -0.2547
14 C 0.1778
15 C -0.2221
16 C -0.2179
17 C -0.2174
18 C -0.2148
19 C -0.2339
20 H 0.4061
21 H 0.2339
22 H 0.2035
23 H 0.2014
24 H 0.2051
25 H 0.2125
26 H 0.2242
27 H 0.2085
28 H 0.2040
29 H 0.2062
30 H 0.2385
31 N -0.8456
32 C -0.2182
33 C -0.2239
34 N -0.8639
35 H 0.3831
36 H 0.3658
37 H 0.1769
38 H 0.1662
39 H 0.1685
40 H 0.1945
41 H 0.3716
42 H 0.4044
43 C -1.1091
44 Si 1.7951
45 C -1.1134
46 C -1.1149
47 N -1.1840
48 C 0.2061
49 C -0.3166
50 C -0.1815
51 C -0.3348
52 C -0.2189
53 C -0.2648
54 H 0.2164
55 H 0.2214
56 H 0.2304
57 H 0.2142
58 H 0.2283
59 H 0.2200
60 H 0.2149
61 H 0.2161
62 H 0.2202
63 H 0.1933
64 H 0.1896
65 H 0.1908
66 H 0.1902
67 H 0.1862